A molecular structure, C21H38AsMgNSe at a distorted geometry. Source: OMol25; level of theory: ωB97M-V with the def2-TZVPD basis set.

Properties
highest occupied orbital energy: -0.2822 Eh
2S+1: 1
maximum force: 0.05986 hartree/bohr
LUMO energy: 0.35 eV
frontier orbital gap: 8.034 eV

Geometry as XYZ:
```
63
Properties=species:S:1:pos:R:3:nbo_charge:R:1
Mg 0.5401 -0.0263 -1.2798 1.73
C -0.7207 -1.4869 0.5448 -0.38
C -1.5033 -0.6491 -0.3280 -0.26
C -1.1211 0.7646 0.1151 -0.22
C -0.3177 0.5829 1.2834 -0.34
C -0.0455 -0.7301 1.5587 -0.12
C 0.5899 -1.3924 2.7780 -0.07
C 1.3844 -2.6299 2.3901 -0.60
C 1.3561 -0.3467 3.6167 -0.60
C -0.5269 -1.9832 3.6566 -0.59
C -1.4449 2.1299 -0.4124 -0.10
C -0.6227 3.1612 0.4569 -0.60
C -2.9366 2.5426 -0.2246 -0.60
C -0.9203 2.3147 -1.8444 -0.63
C -2.6759 -1.2412 -1.0913 -0.06
C -2.4484 -2.7728 -1.2944 -0.61
C -2.9742 -0.6644 -2.4722 -0.62
C -3.9286 -1.0392 -0.1194 -0.59
H -0.6638 -2.5561 0.3648 0.22
H -0.1035 1.3714 1.9592 0.22
H 2.1835 -2.4739 1.6365 0.20
H 0.7219 -3.4079 2.0010 0.21
H 1.9033 -3.0313 3.2638 0.21
H 2.1548 0.1741 3.0701 0.20
H 1.8052 -0.7713 4.5352 0.21
H 0.6328 0.3793 4.0254 0.21
H -1.1944 -2.6235 3.0277 0.21
H -1.1458 -1.1981 4.0691 0.21
H -0.1148 -2.6036 4.4621 0.20
H -0.7384 3.1036 1.5596 0.21
H -0.8601 4.1860 0.1846 0.21
H 0.4692 3.0806 0.3550 0.20
H -3.1610 2.4360 0.8287 0.22
H -3.6155 1.9779 -0.8720 0.21
H -3.0298 3.6089 -0.5014 0.20
H 0.1950 2.5052 -1.7898 0.20
H -1.3536 3.1679 -2.4008 0.24
H -1.0602 1.3512 -2.4494 0.21
H -1.4473 -2.9512 -1.7363 0.21
H -3.2241 -3.2120 -1.9386 0.22
H -2.4543 -3.3001 -0.3222 0.21
H -2.1301 -0.8860 -3.1921 0.22
H -3.1511 0.4396 -2.4948 0.21
H -3.9133 -1.1666 -2.8672 0.22
H -3.5639 -1.2709 0.8746 0.21
H -4.6976 -1.7981 -0.4332 0.20
H -4.3265 -0.0683 -0.2035 0.21
C 3.7782 -0.9504 -0.3756 -0.94
As 2.9783 0.8529 -0.6081 0.69
C 3.8762 1.3695 -2.3269 -0.90
C 3.9427 2.0799 0.6866 -0.88
H 4.7704 -1.0324 -0.7974 0.23
H 3.0513 -1.7080 -0.8159 0.24
H 3.8503 -1.1392 0.7319 0.24
H 4.8189 0.8577 -2.4006 0.22
H 3.9541 2.4389 -2.2810 0.23
H 3.2029 0.9104 -3.0631 0.25
H 4.8544 2.3647 0.1898 0.23
H 4.1925 1.5569 1.5803 0.23
H 3.2465 2.9146 0.8567 0.24
Se 1.5642 -0.4544 -6.1015 -0.17
C 1.1487 -0.5513 -4.3965 0.16
N 0.9698 -0.5062 -3.2289 -0.90
```

3 unconnected molecules or ions with the total composition C21H38BClN2O2S at a distorted geometry. Source: OMol25; level of theory: ωB97M-V with the def2-TZVPD basis set.

Properties
highest occupied orbital energy: -0.3254 Eh
SMILES: CC[C@H](Cl)c1cc2nsnc2cc1B(O)O.CCCCCC.CCCCCC
2S+1: 1
maximum force: 0.11942 hartree/bohr
LUMO energy: -1.48 eV
frontier orbital gap: 7.371 eV

Geometry as XYZ:
```
66
Properties=species:S:1:pos:R:3:nbo_charge:R:1
C 2.8286 1.0584 5.2168 -0.64
C 3.1648 -0.5255 5.2302 -0.42
C 4.0027 -1.0131 3.9224 -0.23
Cl 5.0074 -2.5209 4.2006 -0.05
C 4.8116 0.2352 3.3397 0.01
C 4.2970 0.8455 1.9850 -0.21
C 4.9899 2.1198 1.3316 0.10
N 4.5408 2.7614 0.0874 -0.56
S 5.7015 4.0253 -0.0724 0.83
N 6.7189 3.9012 1.3177 -0.56
C 6.2281 2.7647 2.0676 0.10
C 6.7600 2.1634 3.4155 -0.20
C 6.0548 0.9168 4.0388 -0.36
B 6.6574 0.3583 5.4377 1.15
O 7.8858 -0.4368 5.3779 -0.92
O 6.1010 0.5572 6.7457 -0.90
H 1.9177 1.2021 5.9197 0.22
H 2.4894 1.4497 4.1905 0.22
H 3.7230 1.6143 5.6584 0.23
H 3.8472 -0.7180 6.1325 0.23
H 2.1713 -1.1208 5.2840 0.22
H 3.1986 -1.2902 3.1339 0.23
H 3.3698 0.3418 1.5106 0.24
H 7.6462 2.6602 3.9515 0.24
H 8.4768 -0.0197 4.7020 0.50
H 6.5648 -0.0903 7.3424 0.50
C -1.8851 0.5284 -1.6546 -0.61
C -0.7001 0.6121 -2.6059 -0.40
C -0.0788 -0.7492 -2.9240 -0.40
C 0.5146 -1.4945 -1.7250 -0.40
C 1.5993 -0.7387 -0.9557 -0.40
C 2.8312 -0.4295 -1.7903 -0.61
H -1.5922 0.1358 -0.6777 0.20
H -2.3118 1.5228 -1.4970 0.21
H -2.6693 -0.1144 -2.0648 0.20
H 0.0545 1.2908 -2.1949 0.20
H -1.0392 1.0641 -3.5445 0.20
H 0.6945 -0.6126 -3.6871 0.20
H -0.8429 -1.3880 -3.3826 0.20
H 0.9303 -2.4449 -2.0812 0.20
H -0.2875 -1.7617 -1.0285 0.20
H 1.9070 -1.3508 -0.0998 0.19
H 1.1965 0.1907 -0.5395 0.19
H 3.2757 -1.3472 -2.1860 0.20
H 3.5795 0.0749 -1.1727 0.21
H 2.5931 0.2289 -2.6289 0.20
C -9.0122 -1.3180 -2.1760 -0.61
C -7.5962 -1.8594 -2.3125 -0.40
C -6.5159 -0.8153 -2.0242 -0.40
C -6.4996 0.3889 -2.9703 -0.40
C -6.3350 0.0544 -4.4538 -0.40
C -5.0164 -0.6347 -4.7750 -0.61
H -9.2122 -0.5230 -2.8985 0.20
H -9.7390 -2.1156 -2.3528 0.21
H -9.1830 -0.9227 -1.1708 0.20
H -7.4600 -2.2854 -3.3119 0.19
H -7.4717 -2.6883 -1.6071 0.20
H -5.5378 -1.3074 -2.0439 0.20
H -6.6453 -0.4465 -0.9998 0.20
H -5.6839 1.0559 -2.6651 0.20
H -7.4215 0.9662 -2.8414 0.20
H -6.3882 0.9871 -5.0264 0.20
H -7.1678 -0.5655 -4.8011 0.19
H -4.1686 -0.0137 -4.4715 0.20
H -4.9367 -0.8118 -5.8509 0.21
H -4.9336 -1.6020 -4.2737 0.20
```

A molecular structure, C21H38CeN8O2P at a distorted geometry. Source: OMol25; level of theory: ωB97M-V with the def2-TZVPD basis set.

Properties
highest occupied orbital energy (alpha / beta): -0.5544 / -0.5545 Eh
charge: +2
2S+1: 2
maximum force: 0.09756 hartree/bohr
LUMO energy (alpha / beta): -7.73 / -7.72 eV
frontier orbital gap (alpha / beta): 7.352 / 7.365 eV

Geometry as XYZ:
```
71
Properties=species:S:1:pos:R:3:lowdin_spin:R:1
Ce -1.7736 -1.2477 -0.0412 1.01
N -0.9324 -3.6868 0.9406 0.00
N -1.8814 -4.6826 0.5302 0.00
C -2.5439 -4.5435 -0.5791 0.00
N -3.3353 -5.5275 -1.0199 0.00
N -2.3695 -3.2764 -1.1500 0.00
N -3.3626 -2.8285 -1.9385 0.00
O -3.9205 -3.5348 -2.8002 0.00
O -3.3049 -1.5232 -2.0064 0.00
H -0.0123 -3.8329 0.4499 0.00
H -0.7788 -3.8086 1.9658 0.00
H -2.0818 -5.4325 1.2089 0.00
H -4.0115 -6.0030 -0.3710 0.00
H -3.8254 -5.3713 -1.8749 0.00
N -5.0434 -5.4679 1.3200 0.00
C -5.0849 -4.3579 1.7455 0.00
N -5.1802 -3.0716 2.0944 0.00
C -4.2112 -2.3049 1.8124 0.00
N -3.2897 -1.5668 1.6392 0.00
C 4.0075 -0.2313 2.1094 0.00
C 3.9784 -0.9387 0.7734 0.00
C 2.5931 -0.8771 0.1346 0.00
C 1.7484 0.2999 0.6503 0.00
C 1.4905 0.0110 2.1124 0.00
C 2.7550 -0.5465 2.9218 0.00
P 0.2143 0.8001 -0.3702 0.00
C 0.9237 1.5654 -1.9850 0.00
C 2.4363 1.7433 -2.1624 0.00
C 3.0094 1.3124 -3.5119 0.00
C 2.1207 1.6253 -4.7007 0.00
C 0.6154 1.3412 -4.4111 0.00
C 0.3048 0.7224 -3.0780 0.00
C -0.5800 2.3681 0.5486 0.00
C -1.7557 1.8332 1.3867 0.00
C -2.6255 2.9429 2.1445 0.00
C -1.8315 4.2818 2.3748 0.00
C -0.2637 4.0384 2.4982 0.00
C 0.4041 3.3087 1.3421 0.00
H 4.0001 0.8750 1.9574 0.00
H 5.0136 -0.4355 2.5980 0.00
H 4.2023 -2.0170 0.9398 0.00
H 4.8163 -0.6680 0.1187 0.00
H 2.0278 -1.7955 0.3143 0.00
H 2.6808 -0.8511 -1.0142 0.00
H 2.3522 1.2474 0.5995 0.00
H 0.7075 -0.6745 2.1645 0.00
H 1.1159 0.8773 2.7294 0.00
H 2.6513 -1.6102 3.1572 0.00
H 2.8058 -0.0541 3.9286 0.00
H 0.3938 2.5518 -1.9900 0.00
H 2.8738 1.0812 -1.4320 0.00
H 2.7170 2.7903 -1.9846 0.00
H 3.3632 0.2631 -3.3769 0.00
H 3.9173 1.8493 -3.7386 0.00
H 2.4889 1.0356 -5.5670 0.00
H 2.3344 2.6796 -4.9724 0.00
H 0.2439 0.6800 -5.2437 0.00
H 0.0271 2.2620 -4.5450 0.00
H 0.7184 -0.3349 -2.9730 0.00
H -0.8096 0.7059 -2.9220 0.00
H -1.0452 2.9970 -0.2393 0.00
H -1.2773 1.1850 2.1542 0.00
H -2.5289 1.3472 0.6955 0.00
H -2.8683 2.6110 3.1433 0.00
H -3.5251 3.0904 1.5100 0.00
H -2.1496 4.6903 3.3486 0.00
H -2.0536 4.9421 1.5669 0.00
H -0.0710 3.3916 3.3418 0.00
H 0.1342 5.0701 2.6894 0.00
H 1.2707 2.6859 1.7070 0.00
H 0.8705 4.0000 0.6312 0.00
```